Run 1
This record from OMol25 describes a single C6H8N2O molecule. The level of theory is the ωB97M-V functional and the def2-TZVPD basis.

**Highest occupied orbital energy**: -9.07 eV
**Orbital gap**: 0.3087 hartree
**SMILES**: C=C(C#N)C(=O)CNC
**LUMO energy**: -0.7 eV

```
17
C6H8N2O, DFT the ωB97M-V functional and the def2-TZVPD basis
C 2.7349 -0.2337 -0.7667
C 1.4694 -0.0487 -0.3633
C 1.0984 1.2960 -0.1856
N 0.8718 2.3877 0.0570
C 0.4613 -1.0810 -0.2758
O 0.8186 -2.2055 -0.0177
C -1.0057 -0.7694 -0.6211
N -1.7009 0.3084 -0.0807
C -1.8026 0.4369 1.4117
H 3.0905 -1.1647 -1.1282
H 3.3798 0.6757 -0.9219
H -1.1209 -0.4156 -1.6312
H -1.5492 -1.8362 -0.4942
H -1.4086 1.1137 -0.5156
H -0.8596 0.3568 2.0282
H -2.4898 -0.2518 1.8911
H -1.9873 1.4315 1.6140
```

---

Run 2
This record from OMol25 describes 2 unconnected molecules or ions with the total composition C6H8N2O. The level of theory is the ωB97M-V functional and the def2-TZVPD basis.

**Highest occupied orbital energy (spin up / spin down)**: -8.28 / -8.28 eV
**Orbital gap (spin up / spin down)**: 0.3212 / 0.3213 hartree
**LUMO energy (spin up / spin down)**: 0.5 / 0.5 eV

```
17
C6H8N2O, DFT the ωB97M-V functional and the def2-TZVPD basis
C 2.3341 0.6739 0.8207
C 1.4480 0.7326 1.8125
C 0.3340 0.6309 -0.0475
C 0.0493 -2.2805 -0.8398
C -2.1202 0.9320 -0.3871
C -0.8406 0.3951 -0.8691
N 1.6101 0.5128 -0.3915
N -0.9404 -1.6097 -0.8880
O 0.2303 0.7600 1.3292
H 3.3392 0.3707 0.8538
H 1.4096 0.6689 2.9307
H 0.0402 -3.4243 -0.8034
H 1.0390 -1.9377 -0.8158
H -2.9988 0.4959 -1.0619
H -2.1433 2.0083 -0.3890
H -2.2876 0.5888 0.6751
H -0.5029 0.4822 -1.9291
```

---

Run 3
This record from OMol25 describes a single C6H8N2O molecule. The level of theory is the ωB97M-V functional and the def2-TZVPD basis.

**Highest occupied orbital energy**: -8.51 eV
**Orbital gap**: 0.3274 hartree
**SMILES**: C=CC(=O)/C=C\NN=C
**LUMO energy**: 0.4 eV

```
17
C6H8N2O, DFT the ωB97M-V functional and the def2-TZVPD basis
C -0.5152 0.7096 3.0920
C -1.1791 0.9329 1.9667
C -0.8299 0.2888 0.6460
O -1.2650 0.7309 -0.4076
C 0.0252 -0.9259 0.7642
C 0.7485 -1.5567 -0.1964
N 1.0285 -1.1741 -1.4988
N 1.3117 0.2133 -1.7045
C 0.5365 0.7984 -2.5191
H -0.6772 1.2574 4.0139
H 0.3042 -0.0238 3.1247
H -1.9868 1.6311 1.8585
H -0.0552 -1.4208 1.7499
H 1.1775 -2.5486 0.0384
H 1.8635 -1.6871 -1.8309
H -0.3355 0.3431 -3.0307
H 0.7324 1.8449 -2.7605
```

---

Of them, run 2 has the lowest stability.

---

Run 1
This record from OMol25 describes a single C3H8N4S molecule. The level of theory is the ωB97M-V functional and the def2-TZVPD basis.

**Highest occupied orbital energy**: -9.40 eV
**Orbital gap**: 0.3718 hartree
**SMILES**: [H]/N=C(/N)SN/C=N/C
**LUMO energy**: 0.7 eV

```
16
C3H8N4S, DFT the ωB97M-V functional and the def2-TZVPD basis
H -1.2948 1.3485 -1.0394
N -2.2079 1.3285 -0.5768
C -2.4661 0.1699 -0.1565
N -3.6719 -0.1820 0.4018
S -1.3767 -1.2827 -0.2621
N 0.0154 -0.5508 -0.8638
C 1.1256 -0.3087 -0.0524
N 2.2724 -0.1799 -0.5456
C 3.3514 0.1287 0.3636
H -4.2447 0.6544 0.5851
H -3.6585 -0.8214 1.1671
H 0.2514 -0.7255 -1.8274
H 0.8935 -0.2468 0.9981
H 4.1561 -0.6212 0.2913
H 3.0641 0.1892 1.4170
H 3.7905 1.0997 0.1001
```

---

Run 2
This record from OMol25 describes a single C3H8N4S molecule. The level of theory is the ωB97M-V functional and the def2-TZVPD basis.

**Highest occupied orbital energy**: -9.15 eV
**Orbital gap**: 0.3629 hartree
**SMILES**: [H]/N=C\N(N)/C(=N\[H])SC
**LUMO energy**: 0.7 eV

```
16
C3H8N4S, DFT the ωB97M-V functional and the def2-TZVPD basis
H 0.1571 -1.0851 3.2024
N 0.6538 -0.2420 3.0788
C 0.7306 0.0737 1.8628
N 0.3443 -0.6898 0.7418
N -0.3289 -1.9099 1.0600
C -0.1230 -0.0649 -0.4291
N -1.1858 -0.3611 -1.0611
H -1.7489 -1.0451 -0.5325
S 1.0131 1.1285 -1.0767
C -0.0276 1.8726 -2.3492
H 1.1812 1.0249 1.5336
H 0.3406 -2.4253 1.6473
H -0.3528 -2.4307 0.1569
H 0.5886 2.7152 -2.7770
H -0.9629 2.2756 -1.9225
H -0.2794 1.1635 -3.1355
```

---

Run 3
This record from OMol25 describes a single C3H8N4S molecule. The level of theory is the ωB97M-V functional and the def2-TZVPD basis.

**Highest occupied orbital energy**: -8.00 eV
**Orbital gap**: 0.3216 hartree
**SMILES**: [H]/N=C/N(S)/C=N/NC
**LUMO energy**: 0.8 eV

```
16
C3H8N4S, DFT the ωB97M-V functional and the def2-TZVPD basis
H 0.7162 -1.7903 3.1433
N 0.1864 -1.3853 2.3835
C 1.0694 -1.0545 1.5411
N 0.7725 -0.4982 0.3168
S 2.0792 -0.4000 -0.8247
C -0.4694 0.0206 0.0936
N -0.5934 0.8013 -0.8926
N -1.8953 1.1670 -1.3352
C -3.0177 1.3331 -0.3447
H 2.1149 -1.1816 1.6374
H 1.8780 1.0790 -1.1657
H -1.1106 -0.2348 0.9466
H -1.8916 2.0228 -1.9431
H -3.9091 1.6194 -1.0012
H -2.7801 2.2197 0.3673
H -3.0706 0.2750 0.1627
```

---

Run 4
This record from OMol25 describes a molecular structure, C3H8N4S. The level of theory is the ωB97M-V functional and the def2-TZVPD basis.

**Highest occupied orbital energy**: -8.39 eV
**Orbital gap**: 0.3138 hartree
**LUMO energy**: 0.2 eV

```
16
C3H8N4S, DFT the ωB97M-V functional and the def2-TZVPD basis
C 0.1290 1.7877 -0.5829
C -0.3967 -0.5821 -0.4348
C 2.4312 -0.5888 1.0225
H -0.5093 2.7109 -0.3466
H 1.1297 1.7125 -0.2622
H 0.2348 1.8381 -1.6205
H -0.9469 0.8324 0.8333
H 3.3396 -0.6360 1.4932
H 1.4604 -0.3335 1.7883
H -3.3546 -2.0770 -0.4720
H -2.3874 -0.0913 0.1756
N -0.7362 0.7201 -0.2943
N 2.2439 -1.1432 -0.2467
N -1.1793 -1.5519 -0.1408
N -2.5435 -1.3656 0.2826
S 1.0854 -1.2323 -1.1948
```

---

Of them, run 4 has the lowest stability.

---

Run 1
This record from OMol25 describes a molecular structure, H4N3P. The level of theory is the ωB97M-V functional and the def2-TZVPD basis.

**Highest occupied orbital energy**: -8.74 eV
**Orbital gap**: 0.3330 hartree
**LUMO energy**: 0.3 eV

```
8
H4N3P, DFT the ωB97M-V functional and the def2-TZVPD basis
N 0.4854 0.0883 0.7555
N -0.4177 -0.1722 -0.0137
N 2.0310 -0.2896 -0.1195
P -2.0792 0.0725 0.1206
H 2.4986 -0.6790 0.6744
H 1.8400 -1.0020 -0.8122
H -2.5390 0.6696 -1.2094
H -1.8192 1.3125 0.6044
```

---

Run 2
This record from OMol25 describes 2 unconnected molecules or ions with the total composition H4N3P. The level of theory is the ωB97M-V functional and the def2-TZVPD basis.

**Highest occupied orbital energy**: -8.23 eV
**Orbital gap**: 0.3230 hartree
**LUMO energy**: 0.6 eV

```
8
H4N3P, DFT the ωB97M-V functional and the def2-TZVPD basis
N -1.6031 1.7557 -0.5820
N -1.7542 0.6880 -0.2933
N 1.2713 0.0223 0.1091
P -1.8924 -0.8507 -0.0217
H 0.9853 -0.2460 -0.8009
H 2.1572 0.4421 0.1927
H -0.7404 -0.9094 0.7616
H 1.5763 -0.9018 0.6345
```

---

Of them, run 1 has the lowest stability.

---

Run 1
This record from OMol25 describes 2 unconnected molecules or ions with the total composition H4N3P. The level of theory is the ωB97M-V functional and the def2-TZVPD basis.

**Highest occupied orbital energy**: -9.55 eV
**Orbital gap**: 0.3536 hartree
**SMILES**: N1=NN1.P
**LUMO energy**: 0.1 eV

```
8
H4N3P, DFT the ωB97M-V functional and the def2-TZVPD basis
N 0.6976 0.5895 -0.1422
N 1.3567 -0.2540 0.3949
N 2.1785 0.8428 0.3222
H 2.6913 0.7112 -0.5824
P -1.6449 -0.0183 0.2981
H -0.8683 -1.1102 0.2857
H -1.6559 0.1314 -1.0320
H -2.7550 -0.8925 0.4558
```

---

Run 2
This record from OMol25 describes 2 unconnected molecules or ions with the total composition H4N3P. The level of theory is the ωB97M-V functional and the def2-TZVPD basis.

**Highest occupied orbital energy (spin up / spin down)**: -8.62 / -8.14 eV
**Orbital gap (spin up / spin down)**: 0.2989 / 0.2892 hartree
**LUMO energy (spin up / spin down)**: -0.5 / -0.3 eV

```
8
H4N3P, DFT the ωB97M-V functional and the def2-TZVPD basis
N 0.0202 1.9304 1.7777
N -1.2419 1.3245 1.3980
N -0.0238 0.6449 1.5620
P 1.0161 -0.5711 1.3179
H 1.6355 1.8678 0.0760
H -1.5862 1.3190 0.4192
H 2.2297 0.0417 1.7221
H 1.6630 1.3129 -0.3727
```

---

Of them, run 2 has the lowest stability.